# 1
19
Properties=species:S:1:pos:R:3:forces:R:3 method="wB97M-V/def2-TZVPD" mol_weight_g_mol=98.17 charge=+1 orbital_gap_ev=9.03 e_homo_ev=-13.71
C -0.788 -0.758 -0.712 -0.2385 0.8904 -0.6126
C -1.378 -0.943 0.637 -0.0692 -0.9702 -1.0548
C 2.167 -0.320 1.487 2.0797 -0.6471 0.8959
C 1.596 0.054 -0.879 0.3766 -0.6746 -2.1101
C -2.474 1.121 -0.942 -1.1755 -0.4016 -0.1080
C 1.969 0.503 0.275 1.0052 0.2057 3.1547
N -1.658 0.087 -0.369 -0.1350 -0.1579 0.5137
H -1.983 -1.822 0.676 -1.0296 -0.1603 0.1620
H -0.951 -0.698 1.563 1.0784 0.7007 0.8118
H 1.648 0.182 2.278 -0.2728 0.1030 0.7491
H 3.217 -0.556 1.892 -1.0818 1.1433 -0.8884
H 1.819 -1.307 1.392 -0.9639 -1.3377 -0.2997
H 1.457 0.779 -1.672 -0.0491 -0.4083 -0.3943
H 1.802 -1.014 -1.053 -0.6192 0.4838 -0.2877
H -0.441 -1.085 -1.698 0.1081 -0.0873 0.7778
H -2.574 0.848 -1.944 -0.2065 -0.2750 -1.8062
H -2.072 2.077 -0.915 1.7121 1.5702 0.3219
H -3.475 1.340 -0.595 -0.2299 -1.0938 0.9181
H 2.120 1.513 0.579 -0.2890 1.1166 -0.7432

# 2
8
Properties=species:S:1:pos:R:3:forces:R:3 method="wB97M-V/def2-TZVPD" mol_weight_g_mol=120.02 orbital_gap_ev=14.14 e_homo_ev=-13.24
F 0.723 -0.047 1.631 0.0047 -0.1280 0.0377
C 0.726 -0.108 0.301 0.4868 0.3399 -1.0559
F 1.415 0.960 -0.203 0.2966 -0.3603 0.3435
C -0.650 0.046 -0.282 -2.8553 -0.3503 0.8247
F -1.232 1.227 0.025 0.7052 -0.5700 -0.4083
F -0.625 -0.120 -1.603 0.1299 0.2033 0.2208
F -1.498 -0.914 0.238 1.0135 0.6213 -0.4963
H 1.140 -1.045 -0.105 0.2186 0.2439 0.5339

# 3
102
Properties=species:S:1:pos:R:3:forces:R:3 method="wB97M-V/def2-TZVPD" mol_weight_g_mol=888.01 orbital_gap_ev=6.15 e_homo_ev=-6.69
Y 0.392 1.174 -1.115 0.5044 0.0188 -0.4545
C 0.191 -8.551 5.629 -1.1007 0.2088 0.1869
O 0.212 -9.307 4.405 0.0612 0.0958 0.7434
C -0.064 -8.572 3.284 -2.0223 -0.3862 -1.0843
C -1.417 -8.483 2.771 1.7396 -0.5776 2.1233
C -1.660 -7.787 1.640 1.8409 -0.2048 -1.5005
C -0.550 -7.244 0.915 0.5974 -0.3351 1.9736
C 0.769 -7.371 1.351 -0.7050 -0.1949 0.1493
C 0.962 -8.088 2.522 1.8658 0.0179 0.2189
N -0.853 -6.303 -0.008 0.9563 3.4463 -2.0785
N 0.090 -5.418 -0.195 -2.6979 -1.9488 0.1052
C -0.346 -4.281 -0.853 0.5639 1.5020 -0.4601
C -1.674 -3.937 -1.120 1.3503 1.2057 -0.5631
C -2.003 -2.584 -1.373 -0.8622 -0.6589 -1.0202
C -1.043 -1.561 -1.352 -0.0343 -0.0670 0.9934
O -1.250 -0.338 -1.024 -0.6442 0.8389 -0.8730
C 0.332 -1.941 -1.445 2.1440 -1.1253 0.8324
N 1.328 -1.022 -1.578 1.2441 0.3812 -0.0931
C 2.666 -1.340 -1.451 -2.4707 0.0848 -0.6598
C 3.043 -2.638 -1.093 -0.2616 -1.3103 -0.0569
C 2.041 -3.611 -0.907 0.4402 2.1287 0.0477
C 0.703 -3.245 -1.086 -1.6269 -2.2854 0.2077
H 0.486 -9.202 6.473 -0.1895 0.1048 -0.6562
H -0.867 -8.170 5.815 1.2943 -0.3191 -0.1453
H 0.894 -7.708 5.589 -0.2149 -0.1124 -0.1066
H -2.186 -8.983 3.345 -0.1326 0.0751 -0.0694
H -2.611 -7.781 1.176 -0.8687 0.3896 -0.2025
H 1.543 -6.793 0.813 -0.4012 -0.8743 0.5185
H 1.979 -8.301 2.875 -0.3660 0.2558 -0.0375
H -2.438 -4.684 -1.151 -0.3166 -0.2885 0.3096
H -3.050 -2.372 -1.691 0.8692 0.1901 0.8274
H 3.345 -0.517 -1.715 -0.2596 -0.4879 0.5429
H 4.091 -2.949 -0.989 -0.4762 0.4835 0.0072
H 2.183 -4.595 -0.508 0.5697 -0.3176 -0.1542
C -2.306 3.180 -1.487 0.3309 -1.0602 -1.4015
C -1.514 3.754 -0.334 -0.1332 -0.3473 1.1796
C -0.428 4.747 -0.752 -0.0786 -0.5472 -1.0563
C -2.446 4.468 0.650 -0.6564 -1.3552 1.3519
O -0.872 2.503 0.355 -0.9349 2.4712 -1.7139
Si -0.241 2.252 1.887 0.4277 -1.6638 0.4632
S 1.034 0.645 1.344 -0.4904 0.3269 0.8148
O 0.467 3.631 2.373 -0.1182 -0.3407 0.1518
C 1.423 3.768 3.468 -0.0664 0.7356 -0.6519
C 1.950 2.439 4.015 0.6292 0.3297 -1.1114
C 2.537 4.601 2.795 -0.7343 0.7365 0.4077
C 0.720 4.541 4.596 0.1713 0.0813 -0.1150
O -1.376 1.925 3.019 -1.3567 -0.9807 0.2621
C -2.451 0.856 3.270 1.0680 0.0623 -1.5222
C -1.704 -0.343 3.935 -0.6798 0.0183 -0.7995
C -3.482 1.520 4.161 -0.0256 0.3341 -0.7373
C -3.121 0.508 1.881 1.2400 -0.9252 0.1330
H -3.137 3.837 -1.761 -0.0112 -0.2142 0.1929
H -2.665 2.119 -1.331 0.1237 1.2381 0.2163
H -1.687 3.125 -2.421 -0.2706 0.0464 0.6778
H -0.924 5.668 -1.166 0.5851 -0.6915 0.7504
H 0.192 4.355 -1.587 -0.3119 0.0727 0.4218
H 0.231 4.890 0.097 -0.0299 0.5997 0.1038
H -2.977 5.324 0.191 0.1116 -0.7157 0.0004
H -1.885 4.878 1.495 0.1512 -0.0586 -0.1085
H -3.156 3.694 1.128 0.7295 1.3402 -0.9402
H 2.518 1.927 3.203 0.1109 0.4575 0.8910
H 1.155 1.744 4.227 -0.4817 -0.1043 0.5374
H 2.536 2.686 4.918 -0.0855 -0.4656 -0.4515
H 3.004 4.106 1.943 -0.1432 -0.2536 0.1141
H 3.305 4.866 3.521 0.0939 0.0768 -0.0126
H 2.050 5.536 2.417 0.5230 -0.6233 0.3224
H -0.025 3.892 5.083 0.2900 0.2159 -0.0637
H 0.213 5.456 4.258 0.1555 -0.3426 -0.2027
H 1.488 4.864 5.311 -0.2528 -0.2094 0.0927
H -1.176 0.091 4.766 0.2514 -0.0376 0.5946
H -0.939 -0.709 3.219 -0.5475 0.0074 0.4031
H -2.367 -1.191 4.305 0.6549 1.1703 -0.6428
H -3.067 1.874 5.098 0.0953 -0.1407 0.1864
H -4.286 0.796 4.318 -0.0076 0.1746 0.2225
H -3.886 2.399 3.622 0.0588 -0.4291 0.2946
H -2.555 -0.251 1.278 0.0148 0.7184 0.6871
H -3.150 1.397 1.249 -0.3615 0.0092 0.2025
H -4.102 0.033 1.982 -0.0813 0.4525 0.2707
O 4.167 3.325 -1.136 -1.0584 -0.4193 -0.0030
C 3.169 2.774 -1.601 1.3839 -0.4260 -0.6729
O 2.590 1.694 -1.236 -0.4276 0.1315 0.4145
C 2.630 3.294 -2.918 1.6087 2.0319 -1.2692
C 3.446 4.200 -3.694 -0.8669 -1.1238 0.7870
C 2.961 4.618 -4.918 -0.6693 -0.9792 -0.8552
C 1.664 4.185 -5.363 1.1583 0.3123 2.4136
C 0.869 3.609 -4.354 0.3240 -0.7099 -1.4701
N 1.408 2.995 -3.288 -1.2718 0.7694 1.0859
H 4.439 4.398 -3.292 -0.3422 0.3074 -0.2046
H 3.553 5.217 -5.612 0.0460 -0.2168 0.2711
H 1.392 4.258 -6.397 -0.6051 0.6338 -0.1099
H -0.218 3.558 -4.427 0.2763 -0.4199 -0.3022
S -1.281 0.727 -3.856 1.1121 -0.4370 -0.3657
C -0.512 0.641 -5.361 -0.7257 -0.5410 0.8885
N 0.418 -0.210 -5.859 -1.8731 1.7022 -0.0540
C 0.659 -0.058 -7.283 2.7994 0.1974 -0.3093
C -0.388 0.860 -7.874 -0.4150 0.3361 -0.9129
S -1.213 1.722 -6.518 0.6186 -0.4197 -0.1751
H 0.795 -0.949 -5.308 0.1834 -0.3366 0.4105
H 0.717 -1.019 -7.806 -0.3785 0.0437 0.2646
H 1.716 0.362 -7.409 -1.3445 -0.2503 0.0810
H -1.135 0.289 -8.425 0.0012 0.0377 0.0216
H 0.023 1.613 -8.554 0.1190 -0.3269 0.0782

Calculated values (kcal per mole) of ΔE to the lowest compared entry with this formula, charge and spin for the records, taken in order: 106.5; 3.0; 14.8.
Calculated values (eV) of E for the records, taken in order: -7895.4452; -15677.8303; -102364.1550.